Record 1
{
  "formula": "C38H59NO2P2ReSi",
  "method": "wB97M-V/def2-TZVPD",
  "elements": ["Re", "C", "C", "C", "P", "C", "C", "C", "C", "C", "C", "C", "C", "C", "N", "C", "C", "C", "C", "C", "C", "P", "C", "C", "C", "C", "C", "C", "H", "H", "H", "H", "H", "H", "H", "H", "H", "H", "H", "H", "H", "H", "H", "H", "H", "H", "H", "H", "H", "H", "H", "H", "H", "H", "H", "H", "H", "H", "H", "H", "H", "H", "H", "H", "C", "C", "C", "C", "O", "H", "H", "H", "H", "H", "H", "H", "H", "H", "C", "Si", "C", "C", "O", "H", "H", "H", "H", "H", "H", "H", "H", "H", "C", "C", "C", "C", "C", "C", "C", "H", "H", "H", "H", "H"],
  "coordinates": [[-0.1031, 0.1448, -0.4373], [-4.3880, 2.8364, -0.4047], [-2.8704, 2.6426, -0.3089], [-2.2725, 3.7799, 0.5179], [-2.3626, 0.9523, 0.2919], [-3.7887, -0.1341, -0.0725], [-3.7476, -1.3556, 0.8292], [-3.7732, -0.5252, -1.5512], [-2.0961, 1.0205, 2.0605], [-2.9572, 1.6608, 2.9525], [-2.6406, 1.7509, 4.2928], [-1.4328, 1.2115, 4.7361], [-0.5890, 0.5444, 3.8708], [-0.9264, 0.3914, 2.5163], [-0.1404, -0.3260, 1.6085], [0.5402, -1.4693, 2.0563], [0.0857, -2.2898, 3.0922], [0.8716, -3.3254, 3.5669], [2.1295, -3.5769, 3.0307], [2.5634, -2.8177, 1.9578], [1.7609, -1.8059, 1.4418], [2.1606, -0.7394, 0.0583], [3.0013, -1.5201, -1.4005], [2.1148, -2.1776, -2.4586], [4.1328, -2.4876, -1.0326], [3.3408, 0.5439, 0.6756], [4.8297, 0.2128, 0.6010], [2.9643, 0.9158, 2.1114], [-4.5758, 3.8427, -0.7816], [-4.8697, 2.7649, 0.5718], [-4.8752, 2.1392, -1.0828], [-2.4617, 2.6957, -1.3175], [-2.6539, 3.7750, 1.5376], [-2.5541, 4.7294, 0.0600], [-1.1904, 3.7444, 0.5639], [-4.6804, 0.4539, 0.1577], [-2.8053, -1.8755, 0.6951], [-4.5603, -2.0357, 0.5702], [-3.8474, -1.0910, 1.8824], [-2.8778, -1.1109, -1.7742], [-3.7937, 0.3387, -2.2185], [-4.6451, -1.1404, -1.7771], [-3.8792, 2.0991, 2.5895], [-3.3081, 2.2482, 4.9821], [-1.1489, 1.3131, 5.7755], [0.3380, 0.1251, 4.2377], [-0.8863, -2.1107, 3.5309], [0.4951, -3.9448, 4.3706], [2.7471, -4.3725, 3.4227], [3.5237, -3.0306, 1.5094], [3.4480, -0.6186, -1.8410], [1.8764, -3.2003, -2.1804], [2.6780, -2.2169, -3.3937], [1.1780, -1.6590, -2.6308], [3.7334, -3.4029, -0.6012], [4.8677, -2.0708, -0.3490], [4.6531, -2.7637, -1.9514], [3.1479, 1.4021, 0.0224], [5.0829, -0.6339, 1.2414], [5.3914, 1.0730, 0.9693], [5.1748, 0.0059, -0.4108], [3.2888, 0.1333, 2.7991], [1.8900, 1.0429, 2.2405], [3.4616, 1.8455, 2.3909], [1.3209, 1.0657, -3.6951], [-0.1673, 0.8027, -3.4946], [-0.9471, 2.1007, -3.3867], [-0.7251, -0.0696, -4.6090], [-0.3238, 0.0230, -2.2820], [1.4687, 1.7340, -4.5437], [1.8559, 0.1388, -3.8946], [1.7460, 1.5305, -2.8047], [-0.7919, 2.6993, -4.2844], [-0.6223, 2.6806, -2.5250], [-2.0143, 1.8938, -3.2964], [-0.6098, 0.4293, -5.5720], [-1.7847, -0.2669, -4.4452], [-0.1991, -1.0237, -4.6456], [-1.2602, -3.9401, -2.4198], [-0.7511, -3.4945, -0.6712], [0.7492, -4.5184, -0.1777], [-2.0621, -4.1915, 0.4926], [-0.5257, -1.8799, -0.5839], [-1.4096, -5.0190, -2.5054], [-0.5140, -3.6465, -3.1610], [-2.2016, -3.4545, -2.6884], [0.6215, -5.5241, -0.5876], [0.7897, -4.6123, 0.9098], [1.7177, -4.1515, -0.5053], [-1.8306, -5.2477, 0.6503], [-3.0755, -4.1363, 0.0946], [-2.0518, -3.7102, 1.4725], [0.4895, 1.8065, -0.2770], [1.0870, 3.0729, 0.0546], [1.6857, 3.8749, -0.9257], [2.2648, 5.0835, -0.5770], [2.2480, 5.5042, 0.7457], [1.6485, 4.7212, 1.7254], [1.0723, 3.5120, 1.3860], [1.6958, 3.5481, -1.9552], [2.7279, 5.6989, -1.3360], [2.6991, 6.4500, 1.0150], [1.6285, 5.0588, 2.7527], [0.5818, 2.9057, 2.1375]],
  "mulliken_charge": [0.65, -1.62, 1.76, -1.52, 0.10, 0.33, -1.44, -1.37, -0.16, -0.80, -0.90, -1.07, 0.09, -0.70, 0.76, -0.39, 0.12, -1.15, -0.95, -0.68, 0.30, 0.18, 0.96, -1.17, -1.90, 1.39, -1.73, -1.38, 0.49, 0.27, 0.40, -0.63, 0.35, 0.52, 0.37, 0.93, -0.22, 0.64, 0.24, -0.03, 0.24, 0.60, 0.44, 0.48, 0.45, 0.55, 0.64, 0.43, 0.45, 0.39, 0.68, 0.35, 0.59, -0.51, 0.30, 0.36, 0.46, 0.14, 0.32, 0.49, 0.43, 0.38, -0.23, 0.57, -1.26, 1.23, -1.37, -1.70, 0.49, 0.57, 0.24, 0.00, 0.63, 0.16, 0.20, 0.41, 0.30, 0.31, -1.28, 1.40, -0.91, -1.39, -1.43, 0.48, 0.24, 0.31, 0.57, 0.19, 0.00, 0.48, 0.30, 0.34, 1.50, 0.49, -0.72, -0.80, -0.80, -0.90, 0.47, 0.40, 0.47, 0.41, 0.50, 0.39],
  "multiplicity": 1,
  "orbital_gap_ev": 5.871,
  "e_above_lowest_kcal_mol": 0.0,
  "homo_energy_ev": -9.841,
  "total_charge": 1
}



Record 2
{
  "formula": "C61H66FI2N15O4P",
  "method": "wB97M-V/def2-TZVPD",
  "elements": ["C", "C", "I", "C", "I", "N", "C", "O", "C", "C", "C", "C", "C", "C", "C", "N", "C", "P", "N", "O", "N", "C", "C", "N", "C", "O", "N", "C", "O", "F", "H", "H", "H", "H", "H", "H", "H", "H", "H", "H", "H", "H", "H", "H", "H", "H", "H", "H", "H", "H", "H", "N", "C", "C", "C", "C", "C", "H", "H", "H", "H", "H", "N", "C", "C", "C", "C", "C", "H", "H", "H", "H", "H", "N", "C", "C", "C", "C", "C", "H", "H", "H", "H", "H", "N", "C", "C", "C", "C", "C", "H", "H", "H", "H", "H", "N", "C", "C", "C", "C", "C", "H", "H", "H", "H", "H", "N", "C", "C", "C", "C", "C", "H", "H", "H", "H", "H", "N", "C", "C", "C", "C", "C", "H", "H", "H", "H", "H", "N", "C", "C", "C", "C", "C", "H", "H", "H", "H", "H", "N", "C", "C", "C", "C", "C", "H", "H", "H", "H", "H"],
  "coordinates": [[4.4390, 2.5771, 0.1688], [4.5815, 2.3424, -1.3130], [6.6003, 2.2837, -1.9827], [3.5481, 2.1766, -2.1445], [3.9305, 1.7713, -4.2180], [2.2082, 2.2380, -1.6206], [1.3419, 1.1332, -2.0704], [0.9276, 0.4032, -0.9028], [1.0894, -0.9617, -1.0663], [2.2794, -1.6034, -0.8278], [2.3763, -2.9578, -0.9849], [1.3025, -3.7195, -1.3996], [0.1096, -3.0648, -1.6212], [0.0027, -1.7062, -1.4516], [1.6216, 3.5074, -1.8662], [1.9816, 4.1790, -2.9917], [2.7464, 5.4358, -2.8136], [0.7851, 4.2198, -4.3045], [1.6604, 4.7676, -5.6757], [0.3183, 2.6975, -4.7226], [0.7594, 3.9009, -0.9634], [0.0659, 5.2036, -1.0312], [0.6922, 6.2690, -0.1182], [1.4805, 7.1522, -0.5457], [0.4366, 3.0945, 0.2213], [-0.5951, 2.4837, 0.1993], [1.2970, 3.1054, 1.3304], [0.6441, 2.4085, 2.4211], [-0.1480, 2.9501, 3.1348], [1.0026, 1.1573, 2.5970], [4.9720, 1.7571, 0.6722], [4.9361, 3.5014, 0.4773], [3.4017, 2.5109, 0.4918], [1.8733, 0.4106, -2.6955], [0.4191, 1.4782, -2.5477], [3.1544, -1.0502, -0.4919], [3.3028, -3.4872, -0.7866], [1.3869, -4.7899, -1.5474], [-0.7359, -3.6640, -1.9514], [-0.9765, -1.2686, -1.6338], [3.5891, 5.4554, -3.5172], [3.1895, 5.4391, -1.8150], [2.1463, 6.3406, -2.9665], [1.7030, 3.9916, -6.3415], [2.6408, 4.9273, -5.4187], [-0.6495, 2.6791, -4.7780], [-0.9500, 5.0557, -0.6383], [-0.0456, 5.6062, -2.0382], [0.3907, 6.2721, 0.9425], [1.7487, 7.7786, 0.2141], [1.4220, 4.0680, 1.6432], [5.0723, -2.5054, 1.0692], [6.0644, -3.3030, 0.6723], [7.3012, -3.3631, 1.2951], [7.5235, -2.5465, 2.3910], [6.5064, -1.7090, 2.8192], [5.3070, -1.7289, 2.1265], [5.8467, -3.9231, -0.1911], [8.0684, -4.0321, 0.9307], [8.4758, -2.5630, 2.9054], [6.6397, -1.0566, 3.6715], [4.4797, -1.0931, 2.4273], [4.5441, 6.5684, -5.7138], [5.8513, 6.7963, -5.8563], [6.4159, 7.3389, -6.9992], [5.5801, 7.6596, -8.0578], [4.2200, 7.4284, -7.9322], [3.7575, 6.8860, -6.7449], [6.4672, 6.5274, -5.0051], [7.4825, 7.5050, -7.0587], [5.9841, 8.0838, -8.9682], [3.5344, 7.6631, -8.7345], [2.7034, 6.6930, -6.5943], [2.8420, -6.1626, 3.2503], [3.1495, -4.9326, 2.8390], [2.9947, -3.7983, 3.6194], [2.4872, -3.9469, 4.9006], [2.1590, -5.2163, 5.3480], [2.3570, -6.2842, 4.4865], [3.5396, -4.8619, 1.8292], [3.2628, -2.8273, 3.2332], [2.3497, -3.0850, 5.5423], [1.7595, -5.3789, 6.3392], [2.1179, -7.2955, 4.7947], [-3.8093, 4.9738, -0.3105], [-4.8859, 5.3197, -1.0203], [-5.5809, 4.4438, -1.8414], [-5.1308, 3.1369, -1.9343], [-4.0158, 2.7570, -1.2077], [-3.3977, 3.7087, -0.4137], [-5.1979, 6.3531, -0.9184], [-6.4493, 4.7774, -2.3926], [-5.6437, 2.4219, -2.5658], [-3.6332, 1.7457, -1.2541], [-2.5256, 3.4568, 0.1747], [-1.7738, 1.8377, -7.2180], [-1.0151, 0.8199, -6.8111], [-1.0242, -0.4352, -7.3976], [-1.8744, -0.6478, -8.4705], [-2.6731, 0.3963, -8.9098], [-2.5842, 1.6138, -8.2529], [-0.3729, 1.0368, -5.9684], [-0.3839, -1.2228, -7.0243], [-1.9142, -1.6136, -8.9581], [-3.3500, 0.2702, -9.7433], [-3.1874, 2.4594, -8.5637], [0.4655, -7.3625, 7.5294], [0.6103, -8.6505, 7.2172], [0.4897, -9.6838, 8.1326], [0.2061, -9.3635, 9.4498], [0.0528, -8.0315, 9.7987], [0.1910, -7.0766, 8.8036], [0.8344, -8.8548, 6.1757], [0.6152, -10.7118, 7.8208], [0.1051, -10.1417, 10.1957], [-0.1693, -7.7394, 10.8173], [0.0772, -6.0213, 9.0266], [-3.6519, -4.6012, -2.9472], [-4.0445, -4.0976, -4.1176], [-4.9040, -3.0163, -4.2430], [-5.3871, -2.4247, -3.0871], [-4.9921, -2.9335, -1.8607], [-4.1262, -4.0171, -1.8473], [-3.6442, -4.5945, -4.9948], [-5.1873, -2.6492, -5.2201], [-6.0625, -1.5792, -3.1414], [-5.3466, -2.5014, -0.9346], [-3.7877, -4.4479, -0.9110], [-8.9105, 0.3584, -2.0971], [-8.0873, 0.6767, -1.0988], [-8.2517, 1.7892, -0.2881], [-9.3320, 2.6220, -0.5294], [-10.1994, 2.3099, -1.5631], [-9.9449, 1.1707, -2.3123], [-7.2543, -0.0033, -0.9505], [-7.5519, 1.9975, 0.5101], [-9.4957, 3.5020, 0.0801], [-11.0543, 2.9340, -1.7843], [-10.5984, 0.8848, -3.1290], [-1.6237, -5.9637, 12.1387], [-1.7778, -5.3888, 13.3317], [-2.2950, -4.1160, 13.5161], [-2.6720, -3.3933, 12.3976], [-2.5193, -3.9685, 11.1473], [-1.9947, -5.2491, 11.0729], [-1.4675, -5.9897, 14.1795], [-2.3988, -3.7036, 14.5103], [-3.0794, -2.3952, 12.4986], [-2.8007, -3.4368, 10.2485], [-1.8604, -5.7391, 10.1157]],
  "mulliken_charge": [-0.73, 0.17, 0.09, -0.59, 0.12, 1.57, -0.60, 0.30, -0.50, -0.15, -0.22, -1.08, -0.32, -0.46, -1.83, 1.14, -1.12, -0.26, -0.48, -0.08, 0.96, 0.02, -0.51, -0.46, -0.52, -0.53, 0.09, 0.47, -0.46, -0.13, 0.38, 0.40, -0.08, 0.44, 0.03, 0.48, 0.29, 0.45, 0.46, 0.53, 0.43, 0.33, 0.38, 0.32, 0.26, 0.30, -0.21, 0.60, 0.54, 0.27, 0.38, 0.18, -0.07, -0.84, -0.16, -1.00, -0.42, 0.36, 0.42, 0.40, 0.39, 0.75, -0.21, -0.05, -0.74, -0.06, -0.90, -0.02, 0.38, 0.36, 0.39, 0.37, 0.50, -0.54, -0.41, 0.10, -0.65, 0.03, -0.24, 0.45, 0.30, 0.38, 0.35, 0.22, -0.56, -0.37, -0.47, -0.36, -0.76, -0.24, 0.39, 0.43, 0.50, 0.57, 0.89, -0.25, -0.08, -1.02, -0.22, -0.45, -0.25, 0.74, 0.39, 0.42, 0.37, 0.38, -0.36, -0.15, -0.55, -0.30, -0.25, -0.29, 0.34, 0.35, 0.39, 0.35, 0.51, -0.56, -0.22, -0.58, -0.01, -0.25, -0.39, 0.38, 0.40, 0.42, 0.43, 0.39, -0.49, -0.06, -0.47, -0.29, -0.37, -0.26, 0.40, 0.39, 0.41, 0.37, 0.36, -0.36, -0.21, -0.44, -0.16, -0.67, -0.19, 0.37, 0.35, 0.37, 0.35, 0.57],
  "multiplicity": 1,
  "orbital_gap_ev": 6.906,
  "homo_energy_ev": -10.484,
  "total_charge": 1
}



Record 3
{
  "formula": "C2H8BO6P2",
  "method": "wB97M-V/def2-TZVPD",
  "elements": ["O", "P", "B", "C", "C", "O", "O", "P", "O", "O", "O", "H", "H", "H", "H", "H", "H", "H", "H"],
  "coordinates": [[2.8330, 0.1057, -1.3615], [1.4415, -0.4121, -1.6123], [0.1161, 0.1240, -0.3169], [0.1320, -0.8519, 1.0211], [0.7013, -0.1674, 2.2097], [0.2228, 0.8099, 2.7487], [1.8418, -0.7289, 2.7051], [-1.6806, 0.1873, -0.9961], [-2.4501, -1.0746, -1.0995], [-2.4712, 1.2591, -0.0411], [-1.6984, 0.9523, -2.4480], [1.0356, -0.0896, -2.9320], [1.4271, -1.8336, -1.6475], [0.4117, 1.2557, 0.0045], [0.6273, -1.8092, 0.8404], [-0.9041, -1.0841, 1.2966], [1.9095, -0.4207, 3.6222], [-1.8051, 1.8710, 0.3103], [-1.6903, 1.9071, -2.3039]],
  "nbo_charge": [-1.14, 1.36, -0.77, -0.72, 0.82, -0.65, -0.70, 2.18, -1.12, -1.01, -1.00, -0.11, -0.13, 0.03, 0.23, 0.26, 0.48, 0.50, 0.48],
  "multiplicity": 1,
  "orbital_gap_ev": 8.582,
  "homo_energy_ev": -5.371,
  "total_charge": -1
}



Record 4
{
  "formula": "C34H39AsFeN9S3",
  "method": "wB97M-V/def2-TZVPD",
  "elements": ["Fe", "C", "S", "C", "S", "N", "N", "C", "C", "C", "C", "C", "C", "N", "H", "H", "H", "H", "H", "H", "H", "H", "C", "C", "C", "C", "N", "C", "N", "N", "N", "H", "H", "H", "H", "H", "H", "H", "H", "H", "H", "C", "N", "C", "S", "N", "C", "H", "H", "H", "H", "H", "H", "H", "H", "C", "C", "C", "C", "C", "C", "As", "C", "C", "C", "C", "C", "C", "C", "C", "C", "C", "C", "C", "H", "H", "H", "H", "H", "H", "H", "H", "H", "H", "H", "H", "H"],
  "coordinates": [[1.0150, -0.2251, 0.6886], [5.4888, -0.6510, 4.3487], [3.7773, -0.1233, 4.5727], [3.1540, -0.1531, 2.9709], [1.5179, 0.4675, 2.8588], [3.8546, -0.5779, 1.9621], [3.1560, -0.5146, 0.7932], [3.7706, -0.8148, -0.2836], [3.0038, -0.7888, -1.5256], [3.5926, -1.0530, -2.7493], [2.8231, -0.9404, -3.8998], [1.4988, -0.5631, -3.7789], [0.9785, -0.3251, -2.5145], [1.7047, -0.4428, -1.4037], [6.0578, -0.1727, 5.1424], [5.8528, -0.3235, 3.3801], [5.5682, -1.7309, 4.4384], [4.8246, -1.0755, -0.2726], [4.6387, -1.3246, -2.7952], [3.2588, -1.1288, -4.8718], [0.8663, -0.4384, -4.6462], [-0.0477, -0.0107, -2.3926], [-0.8143, 6.4110, -0.8873], [-0.2259, 6.0774, 0.4800], [-1.1687, 5.1943, 1.2949], [1.1729, 5.4545, 0.3850], [1.1301, 4.0265, 0.0473], [1.4025, 2.9778, 0.8093], [1.1389, 1.8891, 0.1093], [0.7075, 2.3133, -1.1020], [0.6996, 3.5837, -1.1449], [-1.7960, 6.8688, -0.7682], [-0.9321, 5.5185, -1.5021], [-0.1826, 7.1158, -1.4288], [-0.0727, 7.0126, 1.0251], [-1.4647, 4.3096, 0.7215], [-2.0793, 5.7392, 1.5391], [-0.7180, 4.8680, 2.2365], [1.6830, 5.5126, 1.3461], [1.7880, 5.9486, -0.3653], [1.7801, 3.0168, 1.8161], [3.9133, -4.8306, -0.4639], [2.9569, -4.0038, 0.2728], [1.7817, -3.5128, -0.0928], [0.9268, -2.5662, 1.0989], [1.1774, -3.7119, -1.2540], [1.4852, -4.6166, -2.3614], [4.8690, -4.7496, 0.0464], [4.0388, -4.4662, -1.4802], [3.6193, -5.8787, -0.4742], [3.1981, -3.7755, 1.2261], [0.3023, -3.2089, -1.3343], [2.0602, -5.4704, -2.0256], [2.0212, -4.0998, -3.1572], [0.5401, -4.9836, -2.7547], [-6.6649, 1.5351, 0.0123], [-6.3478, 0.5482, -0.9082], [-5.0198, 0.2472, -1.1817], [-4.0077, 0.9297, -0.5198], [-4.3254, 1.9358, 0.3859], [-5.6522, 2.2318, 0.6576], [-2.1239, 0.5423, -0.8687], [-2.2660, -1.3672, -1.2289], [-2.4235, -1.9648, -2.4714], [-2.5125, -3.3507, -2.5610], [-2.4525, -4.1288, -1.4097], [-2.2916, -3.5344, -0.1644], [-2.1863, -2.1508, -0.0721], [-1.9775, -1.3871, 1.1700], [-2.0673, -1.8914, 2.4601], [-1.9069, -1.0435, 3.5491], [-1.6363, 0.3064, 3.3682], [-1.5367, 0.8214, 2.0833], [-1.7146, -0.0149, 0.9776], [-7.7001, 1.7697, 0.2197], [-7.1348, 0.0072, -1.4165], [-4.7882, -0.5226, -1.9074], [-3.5443, 2.4971, 0.8875], [-5.8963, 3.0092, 1.3695], [-2.4896, -1.3627, -3.3707], [-2.6477, -3.8223, -3.5257], [-2.5494, -5.2044, -1.4822], [-2.2623, -4.1498, 0.7258], [-2.2919, -2.9369, 2.6266], [-2.0044, -1.4395, 4.5512], [-1.5095, 0.9545, 4.2247], [-1.3619, 1.8831, 1.9401]],
  "lowdin_spin": [4.12, 0.00, 0.01, 0.03, 0.26, 0.03, 0.10, 0.01, 0.00, 0.00, 0.00, 0.00, 0.01, 0.06, 0.00, 0.00, 0.00, 0.00, 0.00, 0.00, 0.00, 0.00, 0.00, 0.00, 0.00, 0.00, 0.00, 0.01, 0.06, 0.00, 0.00, 0.00, 0.00, 0.00, 0.00, 0.00, 0.00, 0.00, 0.00, 0.00, 0.00, 0.00, 0.01, 0.03, 0.14, 0.01, 0.00, 0.00, 0.00, 0.00, 0.00, 0.00, 0.00, 0.00, 0.00, 0.00, 0.00, 0.00, 0.00, 0.00, 0.00, 0.00, 0.00, 0.00, 0.00, 0.00, 0.00, 0.00, 0.01, 0.00, 0.01, 0.00, 0.02, 0.02, 0.00, 0.00, 0.00, 0.00, 0.00, 0.00, 0.00, 0.00, 0.00, 0.00, 0.00, 0.00, 0.00],
  "multiplicity": 6,
  "orbital_gap_ev": [6.984, 6.074],
  "e_above_lowest_kcal_mol": 22.0,
  "homo_energy_ev": [-13.034, -13.030],
  "total_charge": 2
}